Entry from the OMol25 dataset: a structure of composition C35H55N2O2P2Pt in a non-equilibrium geometry (wB97M-V/def2-TZVPD).

Each line ends with the Löwdin charge.
CARTESIAN COORDINATES (ANGSTROEM)
C -1.3128 1.2675 2.4635  -0.31
C -2.4379 0.8787 0.4127  -0.28
C -2.3939 2.0194 2.9374  0.00
C -3.5363 1.6438 0.8403  0.00
C -3.5229 2.1976 2.1216  -0.02
H -2.3386 2.4772 3.9289  0.12
H -4.3824 1.7969 0.1648  0.12
H -4.3741 2.7857 2.4793  0.12
N -1.3675 0.6719 1.2371  -0.04
P 1.4232 0.9878 2.0138  1.05
P -1.4325 -1.3320 -1.0013  1.10
C -0.0186 1.1321 3.2257  -0.22
H 0.0824 1.9448 3.9654  0.09
H -0.0004 0.1690 3.7712  0.08
C -2.2623 0.3816 -0.9886  -0.29
H -3.2023 0.4424 -1.5563  0.11
C -1.1241 -1.6940 -2.8739  -0.61
C -2.7552 -2.5374 -0.3195  -0.64
C 1.7906 2.7781 1.4398  -0.64
C 2.8593 0.3646 3.1171  -0.63
C 0.3849 -1.5662 -3.1819  -0.11
H 0.9388 -2.4470 -2.8237  0.05
H 0.5006 -1.5085 -4.2806  0.11
H 0.8416 -0.6747 -2.7315  0.06
C -1.5111 -3.1509 -3.2052  -0.09
H -0.8785 -3.8704 -2.6585  0.08
H -2.5687 -3.3774 -3.0004  0.07
H -1.3410 -3.3126 -4.2856  0.10
C -1.9114 -0.7176 -3.7716  -0.07
H -2.0527 -1.1829 -4.7651  0.10
H -2.9093 -0.4787 -3.3701  0.07
H -1.3597 0.2237 -3.9260  0.08
C -2.1659 -3.9660 -0.2748  -0.09
H -1.0677 -3.9428 -0.3482  0.06
H -2.4299 -4.4230 0.6972  0.09
H -2.5591 -4.6172 -1.0674  0.08
C -3.0743 -2.1281 1.1368  -0.10
H -2.1721 -1.8238 1.6879  0.03
H -3.8126 -1.3130 1.1862  0.08
H -3.5079 -3.0052 1.6519  0.10
C -4.0726 -2.5068 -1.1186  -0.07
H -4.0332 -1.7676 -1.9380  0.06
H -4.3364 -3.4864 -1.5469  0.09
H -4.8951 -2.2087 -0.4417  0.09
C 4.1191 0.1962 2.2425  -0.10
H 4.6942 -0.6731 2.6118  0.09
H 3.8503 0.0009 1.1905  0.06
H 4.7825 1.0748 2.2809  0.08
C 2.4828 -1.0248 3.6675  -0.11
H 1.4875 -1.0372 4.1404  0.07
H 2.4959 -1.7892 2.8763  0.03
H 3.2248 -1.3037 4.4392  0.10
C 3.1405 1.2900 4.3198  -0.08
H 3.3023 0.6634 5.2167  0.09
H 4.0323 1.9177 4.1863  0.08
H 2.2796 1.9466 4.5332  0.06
C 0.5567 3.2745 0.6547  -0.09
H 0.2280 4.2747 0.9845  0.10
H 0.8317 3.3476 -0.4140  0.07
H -0.2805 2.5663 0.7370  0.03
C 2.9818 2.6953 0.4577  -0.09
H 2.8549 1.8234 -0.2071  0.07
H 2.9960 3.6132 -0.1602  0.10
H 3.9507 2.6229 0.9757  0.07
C 2.0751 3.7895 2.5643  -0.09
H 1.2348 3.8650 3.2770  0.08
H 2.9941 3.5577 3.1256  0.06
H 2.2110 4.7884 2.1085  0.10
Pt 0.3301 -0.4703 0.4280  1.00
C 0.1724 -1.8761 1.7418  -0.28
O 0.1280 -2.8205 2.4509  0.10
N 0.0921 1.0487 -1.0821  -0.05
C -1.0830 1.2762 -1.5364  -0.43
C -1.3914 2.3727 -2.4962  -0.19
C -0.3705 2.7905 -3.3812  -0.04
C -2.6417 3.0242 -2.5643  -0.03
C -0.5949 3.8163 -4.3017  -0.07
H 0.5953 2.2806 -3.3122  0.11
C -2.8651 4.0574 -3.4858  -0.08
H -3.4518 2.7332 -1.8886  0.10
C -1.8452 4.4570 -4.3595  -0.08
H 0.2078 4.1216 -4.9820  0.11
H -3.8421 4.5521 -3.5193  0.11
H -2.0211 5.2620 -5.0810  0.11
C 2.5855 -3.8181 -0.8444  -0.18
C 3.7220 -3.3950 -0.0566  -0.17
C 2.9468 -2.4119 0.7940  -0.22
O 2.1887 -1.5180 -0.0718  -0.26
C 1.9607 -2.4419 -1.0180  -0.35
H 2.8135 -4.3612 -1.7866  0.14
H 1.9287 -4.4758 -0.2206  0.14
H 4.4715 -2.8560 -0.6857  0.15
H 4.2202 -4.2215 0.4965  0.15
H 2.3045 -3.0731 1.4226  0.12
H 3.7881 -2.0012 1.3178  0.09
H 2.5467 -1.9939 -1.8657  0.16
H 0.8780 -2.6617 -0.9240  0.07

Output
- HOMO (alpha / beta): -0.289 / -0.381 hartree
- Frontier orbital gap (alpha / beta): 5.42 / 7.92 eV
- Multiplicity: 3
- Total charge: +1
- Energy relative to the best compared isomer or geometry (same formula, charge and spin): 3.748 eV

***

Entry from the OMol25 dataset: a structure of composition C35H56N11O3P2Sr in a non-equilibrium geometry (wB97M-V/def2-TZVPD).

Each line ends with the Löwdin charge.
CARTESIAN COORDINATES (ANGSTROEM)
Sr -0.4463 0.1648 -0.8426  1.38
N 3.6020 0.9187 0.8747  -0.11
P 2.2329 1.4886 0.0015  1.02
C 1.8432 3.0064 0.9441  -0.37
C 2.8294 3.9172 1.3143  -0.09
C 2.4736 5.0820 1.9716  -0.07
C 1.1429 5.3468 2.2604  -0.08
C 0.1633 4.4272 1.9211  -0.07
C 0.5186 3.2559 1.2738  -0.11
C 3.2342 2.2238 -1.3445  -0.36
C 4.2489 1.4682 -1.9266  -0.11
C 5.1242 2.0462 -2.8293  -0.08
C 4.9806 3.3798 -3.1749  -0.07
C 3.9310 4.1186 -2.6550  -0.06
C 3.0546 3.5392 -1.7550  -0.11
C 3.3205 0.4487 2.1187  -0.40
C 4.2690 -0.0492 3.0194  -0.01
C 3.8266 -0.4635 4.2557  -0.07
C 2.4723 -0.3686 4.5614  -0.07
C 1.6215 0.1636 3.6122  -0.14
N 2.0236 0.5550 2.4132  0.08
H 4.5442 0.9364 0.5124  0.11
H 3.8684 3.7183 1.0843  0.11
H 3.2330 5.8000 2.2423  0.11
H 0.8717 6.2735 2.7435  0.10
H -0.8750 4.6291 2.1465  0.11
H -0.2248 2.5112 1.0097  0.07
H 4.3558 0.4225 -1.6649  0.10
H 5.9290 1.4655 -3.2579  0.10
H 5.6817 3.8369 -3.8558  0.11
H 3.8066 5.1519 -2.9429  0.11
H 2.2273 4.1082 -1.3598  0.11
H 5.3142 -0.0769 2.7559  0.11
H 4.5255 -0.8467 4.9822  0.11
H 2.1062 -0.6811 5.5259  0.10
H 0.5761 0.3240 3.8210  0.09
C -2.7779 -1.5831 -4.9251  -0.10
N -2.1126 -1.2376 -3.6831  -0.29
C -2.1239 0.1865 -3.4317  -0.11
P -0.6550 -1.9911 -3.2954  0.58
O -0.1312 -1.6016 -1.9736  -0.51
N -1.0852 -3.6249 -3.4005  -0.30
C -2.2406 -3.9844 -2.6040  -0.12
C 0.0383 -4.5054 -3.1326  -0.11
N 0.5358 -1.8413 -4.4425  -0.30
C 0.3339 -2.3141 -5.7930  -0.10
C 1.5824 -0.8531 -4.2692  -0.08
H -3.8293 -1.2924 -4.8455  0.09
H -2.7191 -2.6554 -5.0918  0.08
H -2.3529 -1.0603 -5.7887  0.09
H -3.1493 0.5589 -3.4862  0.11
H -1.5125 0.7489 -4.1466  0.11
H -1.7603 0.3723 -2.4409  -0.04
H -3.0353 -3.2623 -2.7671  0.06
H -1.9977 -4.0068 -1.5347  0.08
H -2.5924 -4.9701 -2.9108  0.10
H 0.9094 -4.1633 -3.6865  0.08
H -0.2160 -5.5143 -3.4612  0.09
H 0.2934 -4.5286 -2.0655  0.09
H -0.4674 -3.0497 -5.7951  0.07
H 1.2462 -2.7978 -6.1498  0.09
H 0.0851 -1.5005 -6.4814  0.09
H 1.6390 -0.5621 -3.2205  0.07
H 1.4130 0.0485 -4.8648  0.08
H 2.5438 -1.2845 -4.5614  0.09
O 1.2087 2.4539 -4.0201  0.07
C 0.3645 2.7908 -3.2197  -0.52
C -0.4427 4.0948 -3.2854  -0.07
C -1.4379 3.9583 -2.1435  -0.06
C -1.0930 2.5914 -1.5740  -0.60
O -1.7198 2.0240 -0.6714  -0.18
N -0.0431 2.0433 -2.1597  -0.03
H -0.9120 4.1786 -4.2669  0.12
H 0.2382 4.9396 -3.1751  0.12
H -2.4832 3.9943 -2.4508  0.12
H -1.3036 4.7093 -1.3660  0.12
C -5.5302 -2.6890 -0.6531  -0.02
N -4.2521 -2.6510 0.0184  -0.19
C -3.9616 -3.6450 1.0262  -0.02
C -3.3547 -1.7749 -0.2956  -0.26
N -2.5435 -0.9944 -0.5362  0.11
H -5.6549 -3.6373 -1.1830  0.10
H -5.5937 -1.8731 -1.3702  0.10
H -6.3361 -2.5801 0.0759  0.10
H -3.9750 -4.6463 0.5872  0.10
H -4.7072 -3.5921 1.8227  0.10
H -2.9769 -3.4506 1.4461  0.08
C -1.5613 -0.9872 4.6436  -0.07
N -1.5849 -1.0447 3.1919  -0.16
C -2.1400 0.1550 2.5983  -0.05
C -0.6617 -1.7668 2.4906  -0.48
N -0.2534 -1.3808 1.3237  0.08
N -0.2233 -2.9246 3.1094  -0.17
C 0.9486 -3.6116 2.6147  -0.06
C -1.1171 -3.7959 3.8477  -0.07
H -1.3644 0.0357 4.9737  0.09
H -0.7872 -1.6274 5.0545  0.08
H -2.5311 -1.2873 5.0481  0.09
H -3.0056 0.4486 3.1909  0.10
H -2.4445 -0.0414 1.5740  0.05
H -1.4067 0.9701 2.5782  0.09
H 0.3382 -2.0804 0.8870  0.04
H 0.7212 -4.2822 1.7765  0.09
H 1.3509 -4.2151 3.4291  0.10
H 1.7053 -2.8896 2.3135  0.09
H -2.0838 -3.3264 3.9977  0.08
H -0.6855 -4.0486 4.8204  0.10
H -1.2699 -4.7313 3.2978  0.09

Output
- HOMO: -0.367 hartree
- Frontier orbital gap: 8.28 eV
- Total charge: +1
- Energy relative to the best compared isomer or geometry (same formula, charge and spin): 0.898 eV

***

Entry from the OMol25 dataset: a structure of composition C35H57HfPS3 in a non-equilibrium geometry (wB97M-V/def2-TZVPD).

Each line ends with the Löwdin charge.
CARTESIAN COORDINATES (ANGSTROEM)
Hf 0.1167 -0.1458 0.2028  1.61
C -1.5465 -2.6189 2.7408  -0.45
C -1.1317 -1.6350 3.8179  -0.44
S 0.0823 -0.3948 3.2441  0.86
C -0.6202 1.1803 3.8336  -0.45
C -1.8976 1.6744 3.1743  -0.41
S -1.9556 1.5780 1.3424  0.90
C -3.4478 0.5647 1.0623  -0.47
C -3.4705 -0.8139 1.6861  -0.42
S -2.0862 -1.8909 1.1558  0.88
H -2.3783 -3.2284 3.0997  0.12
H -0.7338 -3.2958 2.4741  0.10
H -0.6486 -2.1882 4.6241  0.11
H -1.9742 -1.0937 4.2441  0.09
H 0.1894 1.9001 3.7226  0.08
H -0.7897 1.0566 4.9049  0.12
H -2.0128 2.7341 3.4068  0.11
H -2.7848 1.1608 3.5407  0.09
H -3.5371 0.5114 -0.0191  0.02
H -4.2853 1.1534 1.4427  0.12
H -4.3864 -1.3202 1.3761  0.11
H -3.4681 -0.7851 2.7733  0.08
C -4.4809 -0.0592 -4.0791  -0.01
C -4.3152 -0.4667 -2.5935  -0.34
C -5.3014 0.3193 -1.7226  -0.03
C -2.8611 -0.2722 -2.2700  -0.15
C -2.2774 0.9956 -2.2341  0.04
C -0.8962 1.1918 -2.2553  -0.15
C -0.4163 2.6006 -2.5586  -0.37
C -0.9872 3.6532 -1.5964  -0.05
C -0.8246 2.9691 -4.0001  0.00
C 0.0014 0.0489 -2.2163  -0.25
C -0.6082 -1.2729 -2.2196  -0.18
C -1.9975 -1.3760 -2.1945  0.04
C 0.1273 -2.6137 -2.3124  -0.33
C 0.4058 -3.1391 -0.8975  -0.06
C 1.3548 -2.7020 -3.2199  -0.02
C 1.4165 0.2898 -2.7314  -0.23
C 1.4818 0.4457 -4.1151  -0.03
C 2.6603 0.7639 -4.7701  0.02
C 3.8225 0.9530 -4.0385  0.01
C 3.7920 0.7730 -2.6661  -0.05
C 2.6141 0.4254 -1.9933  -0.32
P 2.7726 0.1438 -0.1957  1.11
C 4.1714 -1.0938 0.2888  -0.64
C 3.8132 -2.4630 -0.2821  -0.07
C 5.5231 -0.6490 -0.2616  -0.06
C 4.1742 -1.1339 1.8187  -0.07
C 2.8643 1.8517 0.6157  -0.68
C 1.8421 2.6878 -0.1487  -0.08
C 2.3574 1.7086 2.0498  -0.11
C 4.2402 2.5112 0.5863  -0.03
H -5.4688 -0.3660 -4.4196  0.11
H -3.7421 -0.5442 -4.7190  0.10
H -4.3989 1.0223 -4.1996  0.10
H -4.5459 -1.5306 -2.5107  0.15
H -5.0302 1.3736 -1.6296  0.09
H -5.4093 -0.1187 -0.7284  0.07
H -6.2829 0.2831 -2.1923  0.11
H -2.9184 1.8639 -2.3357  0.14
H 0.6705 2.6266 -2.5143  0.11
H -2.0424 3.8453 -1.7945  0.10
H -0.4663 4.5985 -1.7457  0.11
H -0.8877 3.3709 -0.5473  0.02
H -1.9021 3.1172 -4.0817  0.10
H -0.5298 2.2105 -4.7225  0.08
H -0.3387 3.9032 -4.2797  0.11
H -2.4322 -2.3690 -2.2497  0.15
H -0.5931 -3.3078 -2.7488  0.15
H 0.9855 -2.4092 -0.2848  0.02
H 1.0203 -4.0389 -0.9522  0.12
H -0.5172 -3.4053 -0.3804  0.05
H 2.2023 -2.1294 -2.8619  0.05
H 1.1114 -2.3683 -4.2273  0.10
H 1.6555 -3.7476 -3.2945  0.11
H 0.5793 0.2998 -4.6969  0.14
H 2.6666 0.8691 -5.8474  0.14
H 4.7470 1.2248 -4.5304  0.14
H 4.7074 0.9050 -2.1071  0.10
H 3.5612 -2.4247 -1.3411  0.07
H 3.0185 -2.9526 0.2823  0.07
H 4.6972 -3.0989 -0.1979  0.12
H 5.6086 -0.8325 -1.3311  0.09
H 6.2811 -1.2705 0.2228  0.12
H 5.7800 0.3829 -0.0374  0.08
H 3.1728 -1.2770 2.2365  0.07
H 4.6318 -0.2458 2.2550  0.09
H 4.7808 -1.9852 2.1344  0.12
H 0.8398 2.1856 -0.1680  0.02
H 2.1525 2.8915 -1.1716  0.10
H 1.7008 3.6493 0.3509  0.13
H 1.3088 1.3552 2.0437  -0.04
H 2.3699 2.6882 2.5342  0.13
H 2.9562 1.0379 2.6625  0.08
H 4.6451 2.5837 -0.4228  0.09
H 4.9532 2.0005 1.2313  0.09
H 4.1460 3.5333 0.9631  0.12

Output
- HOMO: -0.733 hartree
- Frontier orbital gap: 6.32 eV
- Total charge: +4

***

Entry from the OMol25 dataset: a cluster of 9 separate species, C35H57O16P in total in a non-equilibrium geometry (wB97M-V/def2-TZVPD).

Each line ends with the Löwdin charge.
CARTESIAN COORDINATES (ANGSTROEM)
C -3.1601 0.6956 -3.7116  -0.11
C -3.4853 1.9573 -4.5814  -0.32
C -4.6691 2.7090 -3.8411  -0.47
P -6.2893 1.8645 -4.3203  0.78
H -2.3849 0.0557 -4.1509  0.06
H -2.9291 1.0569 -2.6994  0.05
H -4.1024 0.1198 -3.6406  0.06
H -3.7992 1.6689 -5.5998  0.06
H -2.6201 2.6430 -4.6214  0.09
H -4.4571 2.5963 -2.7639  0.05
H -4.6858 3.7643 -4.1457  0.03
H -6.6282 0.9571 -3.2686  -0.11
H -5.9160 0.9911 -5.3956  -0.12
O 0.0789 0.6694 -2.3032  0.11
C 0.5046 -0.1412 -3.0789  -0.48
O -0.1657 -1.2685 -3.4428  0.01
C 0.6730 -2.0657 -4.2975  -0.16
C 1.6883 -1.1037 -4.8787  -0.15
C 1.8528 -0.0953 -3.7533  -0.07
H 1.1410 -2.8462 -3.6921  0.13
H 0.0619 -2.5353 -5.0669  0.12
H 2.6171 -1.5882 -5.1776  0.12
H 1.2700 -0.6087 -5.7586  0.12
H 2.6140 -0.4035 -3.0348  0.11
H 2.0665 0.9013 -4.1307  0.13
O -6.9491 1.8748 0.8731  0.13
C -5.7553 1.8396 0.8992  -0.49
O -4.9769 2.1133 -0.1778  0.01
C -3.5964 1.8754 0.1497  -0.17
C -3.5249 1.9661 1.6614  -0.16
C -4.8953 1.4533 2.0778  -0.08
H -3.3161 0.8859 -0.2220  0.12
H -2.9730 2.6240 -0.3382  0.13
H -2.6938 1.4046 2.0868  0.11
H -3.4156 3.0096 1.9651  0.12
H -4.9104 0.3670 2.1840  0.13
H -5.2499 1.9287 2.9887  0.13
O 3.3605 0.5583 -0.9879  0.11
C 2.7332 -0.0511 -0.1707  -0.49
O 2.7078 -1.4054 -0.1124  0.02
C 1.7782 -1.8271 0.9018  -0.15
C 1.6448 -0.6415 1.8370  -0.14
C 1.8366 0.5344 0.8900  -0.07
H 0.8310 -2.0862 0.4203  0.13
H 2.1685 -2.7072 1.4109  0.11
H 0.6990 -0.6257 2.3776  0.12
H 2.4522 -0.6568 2.5731  0.10
H 0.8986 0.8444 0.4242  0.12
H 2.3155 1.3791 1.3792  0.13
O 4.6641 -1.3696 3.8848  0.11
C 5.1329 -2.1376 3.0915  -0.49
O 4.4914 -3.2545 2.6763  0.01
C 5.3586 -4.0154 1.8155  -0.15
C 6.3735 -3.0193 1.2914  -0.14
C 6.4962 -2.0479 2.4540  -0.07
H 5.8202 -4.8071 2.4046  0.10
H 4.7753 -4.4658 1.0128  0.13
H 7.3162 -3.4801 0.9993  0.12
H 5.9683 -2.4999 0.4192  0.12
H 7.2454 -2.3712 3.1792  0.13
H 6.7025 -1.0339 2.1194  0.13
O -4.4599 0.6063 -10.9295  0.12
C -5.4433 0.6446 -10.2517  -0.49
O -6.6684 0.2608 -10.6901  0.03
C -7.6519 0.5303 -9.6776  -0.16
C -6.8753 0.5976 -8.3776  -0.18
C -5.5340 1.1510 -8.8321  -0.08
H -8.1462 1.4757 -9.9161  0.13
H -8.3966 -0.2639 -9.6741  0.12
H -7.3657 1.2002 -7.6135  0.10
H -6.7393 -0.4093 -7.9757  0.12
H -5.5252 2.2426 -8.8452  0.13
H -4.7105 0.7720 -8.2315  0.12
O 7.0051 -5.0678 4.4674  0.10
C 5.9853 -5.1078 5.1046  -0.48
O 4.7911 -5.5157 4.6002  0.01
C 3.7652 -5.3299 5.5944  -0.14
C 4.4920 -5.2985 6.9207  -0.15
C 5.8232 -4.6767 6.5412  -0.07
H 3.2443 -4.3927 5.3830  0.13
H 3.0523 -6.1510 5.5365  0.13
H 3.9540 -4.7518 7.6930  0.08
H 4.6532 -6.3191 7.2796  0.12
H 5.7881 -3.5860 6.5806  0.13
H 6.6386 -5.0545 7.1538  0.13
O 3.0016 -3.1651 8.8703  0.12
C 3.8923 -2.6467 9.4787  -0.48
O 5.1185 -2.4181 8.9497  0.02
C 5.9916 -1.8869 9.9606  -0.15
C 5.0706 -1.2889 11.0062  -0.16
C 3.8541 -2.1985 10.9188  -0.07
H 6.5989 -2.7039 10.3591  0.13
H 6.6510 -1.1438 9.5158  0.13
H 5.5186 -1.2427 11.9979  0.12
H 4.7910 -0.2736 10.7165  0.12
H 3.9508 -3.0744 11.5632  0.13
H 2.9306 -1.6680 11.1357  0.13
O -3.8191 7.3178 -0.3887  0.12
C -3.4801 7.2546 -1.5327  -0.49
O -2.1950 7.0548 -1.9206  0.03
C -2.1017 7.1373 -3.3516  -0.16
C -3.5029 6.8554 -3.8567  -0.16
C -4.3688 7.4213 -2.7421  -0.07
H -1.7561 8.1390 -3.6209  0.13
H -1.3774 6.4080 -3.7108  0.12
H -3.7030 7.2905 -4.8353  0.12
H -3.6589 5.7771 -3.9299  0.09
H -4.5765 8.4834 -2.8842  0.13
H -5.2959 6.8662 -2.6224  0.13

Output
- HOMO: -0.315 hartree
- SMILES string: O=C1CCCO1.O=C1CCCO1.O=C1CCCO1.O=C1CCCO1.O=C1CCCO1.O=C1CCCO1.O=C1CCCO1.O=C1CCCO1.CCCP
- Frontier orbital gap: 9.09 eV
- Total charge: 0
- Energy relative to the best compared isomer or geometry (same formula, charge and spin): 0.200 eV